Computed, not measured: an isolated molecule of C10H14O at a distorted geometry, with ωB97M-V with the def2-TZVPD basis set.

## Properties
SMILES string: CO/C(C)=C1\C[C@H]2C=C[C@@H]1C2
Highest occupied orbital energy (eV): -7.6
Gap between HOMO and LUMO (eV): 8.48
Relative energy (zero: lowest compared OMol25 entry of this formula, charge and spin) (kcal/mol): 56.4

The geometry in XYZ format:
```
25
C10H14O | OMol25 | ωB97M-V with the def2-TZVPD basis set
C 2.54987 1.29923 2.14600
O 1.71183 0.35239 1.47533
C 0.67137 0.81900 0.69255
C 0.27457 2.27873 0.67655
C 0.05900 -0.07562 -0.14845
C 0.30788 -1.57784 -0.07694
C -0.71055 -2.10765 -1.12756
C -2.07544 -1.88412 -0.53177
C -2.25888 -0.50121 -0.41850
C -1.05337 0.12580 -1.12041
C -0.78747 -1.00019 -2.17371
H 2.99581 1.98157 1.41252
H 3.32680 0.74552 2.67486
H 1.97910 1.95719 2.81782
H -0.63040 2.48674 0.16009
H 0.10631 2.64021 1.68080
H 1.01605 2.86813 0.13811
H 1.35182 -1.78830 -0.39607
H 0.13471 -1.96755 0.94017
H -0.51259 -3.08067 -1.56591
H -2.71926 -2.64691 -0.13737
H -3.01526 0.09409 0.06559
H -1.27338 1.09429 -1.59055
H -1.59668 -1.17490 -2.89231
H 0.14817 -0.93794 -2.70082
```

Here are the Mulliken charges for atoms 1 to 2, given in e: -0.753 -0.377


Computed, not measured: a cluster of 3 separate species, C10H14O11 in total at a distorted geometry, with ωB97M-V with the def2-TZVPD basis set.

## Properties
SMILES string: O=COCCOC(=O)O.O=C1OCCO1.O=C1OCCO1
Highest occupied orbital energy (eV): -10.7
Gap between HOMO and LUMO (eV): 10.57

The geometry in XYZ format:
```
35
C10H14O11 | OMol25 | ωB97M-V with the def2-TZVPD basis set
O 0.71898 -1.31355 -1.63620
C 1.40490 -0.41360 -2.36265
O 0.67342 0.50830 -3.28559
C 0.41174 1.80124 -2.63254
C -1.13311 1.95522 -2.04771
O -2.05058 1.24211 -2.94867
C -2.97284 0.35263 -2.22624
O -3.52467 0.58121 -1.02741
O -3.36559 -0.90217 -2.95029
H 2.59277 -0.33012 -2.36920
H 1.11220 1.84360 -1.66776
H 0.73448 2.74263 -3.28202
H -1.36205 3.12407 -2.07895
H -1.10568 1.56003 -0.94675
H -4.29209 -0.73832 -3.32475
O -0.15964 2.86656 0.34886
C -0.89705 2.57379 1.27524
O -1.27070 1.29944 1.59132
C -1.93043 1.36264 2.84181
C -2.40952 2.77661 2.90628
O -1.45698 3.47865 2.13044
H -2.75200 0.64228 2.88349
H -1.21090 1.12832 3.63329
H -3.39822 2.90415 2.45296
H -2.43549 3.16091 3.92966
O 2.53865 -4.74571 3.38418
C 2.75089 -4.14682 2.34304
O 3.26840 -2.88576 2.26970
C 3.56983 -2.64360 0.90829
C 2.66321 -3.58447 0.18317
O 2.50062 -4.65060 1.09916
H 3.37913 -1.59860 0.64896
H 4.62806 -2.86593 0.73561
H 1.68243 -3.14361 -0.02422
H 3.09785 -3.94152 -0.75452
```

Here are the Mulliken charges for atoms 1 to 2, given in e: -0.430 0.214


Computed, not measured: an isolated molecule of C10H14O2, with ωB97M-V with the def2-TZVPD basis set.

## Properties
SMILES string: C#C[C@H]1C[C@H](CC(C)C)OC1=O
Highest occupied orbital energy (eV): -10.0
Gap between HOMO and LUMO (eV): 10.84
Relative energy (zero: lowest compared OMol25 entry of this formula, charge and spin) (kcal/mol): 40.3

The geometry in XYZ format:
```
26
C10H14O2 | OMol25 | ωB97M-V with the def2-TZVPD basis set
C 2.26328 -2.65602 1.70520
C 2.51164 -1.66389 1.08092
C 2.76525 -0.44043 0.33652
C 1.62650 -0.14224 -0.66715
C 0.64840 0.50744 0.28012
C -0.61145 1.13371 -0.27790
C -1.76112 0.11657 -0.36477
C -2.12077 -0.22073 -1.81100
C -3.00251 0.60357 0.39905
O 1.52382 1.47075 0.94806
C 2.66784 0.80421 1.24219
O 3.44347 1.16074 2.07229
H 1.98578 -3.54611 2.21398
H 3.73289 -0.48647 -0.15697
H 2.00389 0.66205 -1.30005
H 1.25136 -0.98866 -1.23141
H 0.36118 -0.18546 1.07539
H -0.40656 1.54257 -1.26952
H -0.87002 1.96839 0.37317
H -1.45462 -0.81881 0.11028
H -2.64951 0.60150 -2.29202
H -2.75530 -1.10670 -1.83282
H -1.22815 -0.46568 -2.38799
H -3.16422 1.66582 0.22279
H -2.87867 0.42852 1.46653
H -3.88237 0.05533 0.06509
```

Here are the Mulliken charges for atoms 1 to 2, given in e: 0.237 -1.096


Computed, not measured: an isolated molecule of C10H14S at a distorted geometry, with ωB97M-V with the def2-TZVPD basis set.

## Properties
SMILES string: CC1=CC(C)=C(C)[C@@H]2S[C@]12C
Highest occupied orbital energy (eV): -7.9
Gap between HOMO and LUMO (eV): 8.80
Relative energy (zero: lowest compared OMol25 entry of this formula, charge and spin) (kcal/mol): 48.4

The geometry in XYZ format:
```
25
C10H14S | OMol25 | ωB97M-V with the def2-TZVPD basis set
C -2.64704 -1.13859 -0.46557
C -1.26289 -0.68353 -0.12386
C -0.18447 -1.01817 -0.91363
C 1.17960 -0.54274 -0.85046
C 2.14090 -1.33099 -1.72880
C 1.49978 0.45127 -0.07865
C 2.77060 1.11800 0.26007
C 0.18178 1.02340 1.00753
S -0.04324 -0.20543 2.37497
C -1.15298 0.39762 0.95831
C -2.30487 1.31944 1.36029
H -2.87369 -1.56344 -1.43492
H -3.31968 -0.32336 -0.36266
H -3.06738 -1.80149 0.30488
H -0.37445 -1.66120 -1.67910
H 2.01828 -1.20211 -2.80461
H 2.11393 -2.43490 -1.40895
H 3.21588 -0.94433 -1.55118
H 2.54226 2.05508 0.89757
H 3.45075 1.47766 -0.60665
H 3.56198 0.42277 0.72387
H 0.42517 1.95217 1.46772
H -1.94558 1.77937 2.27645
H -3.29542 0.76452 1.73364
H -2.62921 2.08899 0.64374
```

Here are the Mulliken charges for atoms 1 to 2, given in e: -1.782 0.413


Computed, not measured: a structure of composition C10H14S2Se2W, with ωB97M-V with the def2-TZVPD basis set.

## Properties
Highest occupied orbital energy (spin up / spin down) (eV): -15.9 / -15.9
Gap between HOMO and LUMO (spin up / spin down) (eV): 7.15 / 7.17
Relative energy (zero: lowest compared OMol25 entry of this formula, charge and spin) (kcal/mol): 0.0
Charge: +2

The geometry in XYZ format:
```
29
C10H14S2Se2W | OMol25 | ωB97M-V with the def2-TZVPD basis set
W -0.17349 -1.01132 -0.33904
S 1.17785 -2.78579 -0.43307
C 1.88252 -1.79021 0.86253
C 3.28066 -1.59683 0.86989
C 3.85846 -0.82739 1.84344
C 3.06453 -0.16088 2.79530
C 1.70019 -0.26952 2.76326
C 1.08436 -1.11952 1.81912
S -0.69536 -1.21961 1.80922
H 3.88421 -2.09439 0.12228
H 4.93487 -0.72488 1.87360
H 3.53404 0.44889 3.55553
H 1.08462 0.25191 3.48468
C -3.73882 -1.49140 -0.98861
Se -2.08488 -1.20355 -1.98594
C -2.34466 0.61068 -2.71671
C -1.73511 1.69791 -1.86258
Se 0.14470 1.25570 -1.47562
C 0.56095 2.55963 -0.09328
H -4.53709 -1.57018 -1.72136
H -3.90766 -0.67141 -0.29813
H -3.61400 -2.43397 -0.46205
H -3.42202 0.74071 -2.81272
H -1.91199 0.57609 -3.71519
H -2.25203 1.82887 -0.91326
H -1.72109 2.64576 -2.40007
H 0.59220 3.53878 -0.56326
H 1.54343 2.29738 0.29135
H -0.18938 2.51853 0.69067
```

Here are the Mulliken charges for atoms 1 to 2, given in e: 0.819 -0.138


Computed, not measured: a structure of composition C10H15AsCuO7S, with ωB97M-V with the def2-TZVPD basis set.

## Properties
Highest occupied orbital energy (eV): -5.2
Gap between HOMO and LUMO (eV): 8.28
Relative energy (zero: lowest compared OMol25 entry of this formula, charge and spin) (kcal/mol): 0.0
Charge: -1

The geometry in XYZ format:
```
35
C10H15AsCuO7S | OMol25 | ωB97M-V with the def2-TZVPD basis set
Cu -0.03310 0.89906 -0.10955
O 3.41450 0.34452 -2.27408
As 2.40930 1.48031 -1.29961
O 2.88556 2.99538 -1.60427
O 0.87538 0.98873 -1.79210
C 3.01022 0.81925 0.47037
C 4.19451 0.08162 0.38570
C 4.84092 -0.40944 1.51022
C 4.31436 -0.16574 2.76537
C 3.14713 0.57169 2.87133
C 2.49147 1.06448 1.74902
S 0.96907 1.96856 2.13842
O 0.87973 3.05006 1.18065
O 1.06536 2.32367 3.53268
O -0.10698 0.95910 1.89966
H 3.31567 0.61423 -3.19411
H 4.62389 -0.11209 -0.58511
H 5.75787 -0.97381 1.39261
H 4.80392 -0.53492 3.65785
H 2.72110 0.79343 3.83940
C -1.68879 -1.90358 1.70239
C -1.35645 -2.18855 0.25543
O -1.56297 -1.01314 -0.51209
C -1.61280 -1.24969 -1.91321
C -0.35583 -1.87306 -2.49584
H -1.49952 -2.79284 2.30624
H -2.73907 -1.62843 1.80610
H -1.08058 -1.08281 2.07786
H -2.00215 -2.98682 -0.14061
H -0.31807 -2.52423 0.15932
H -1.77862 -0.26902 -2.35916
H -2.48738 -1.88147 -2.13022
H 0.50763 -1.25433 -2.25214
H -0.45220 -1.91456 -3.58247
H -0.20085 -2.89225 -2.13824
```

Here are the Mulliken charges for atoms 1 to 2, given in e: 0.104 -0.653